# 1
A molecular structure, C21H25FN4O2S in a non-equilibrium geometry, computed with the ωB97M-V functional and the def2-TZVPD basis.

Cartesian coordinates (Å):
1 S -2.13181 3.07991 -2.08721
2 F -2.26913 -4.84955 -1.18982
3 O 1.46522 1.82470 -0.02763
4 O -1.46495 2.11471 2.26185
5 N -1.91813 1.55885 -1.98593
6 N 0.98836 0.12552 -1.47060
7 N -1.59132 1.23929 -0.95842
8 N -0.19224 0.44558 1.71217
9 C -0.45830 1.32806 5.18172
10 C 0.74597 0.95326 -4.00128
11 C -0.24902 -1.41563 0.10594
12 C 1.04849 -0.34316 -4.85753
13 C -1.17793 1.57722 1.38961
14 C -1.31215 3.17004 -0.40053
15 C 0.00890 0.09219 3.04059
16 C 0.94357 0.74939 -0.25055
17 C -1.30607 0.06168 5.18898
18 C 0.33161 -0.31790 0.79186
19 C 2.79693 0.20381 -3.28557
20 C -1.62933 -3.62703 -0.60063
21 C 2.56783 -0.32842 -4.81446
22 C 0.47632 -2.36619 -0.40340
23 C -1.49371 -0.43964 3.79663
24 C 0.52617 0.95145 4.05889
25 C -1.32124 1.81548 0.05267
26 C 1.50012 1.08695 -2.78358
27 C -0.25841 -3.69672 -0.94648
28 C -2.30239 -2.57606 -0.09992
29 C -1.66699 -1.40594 0.41428
30 H 1.35620 -2.47346 -0.23521
31 H 1.44513 -0.49061 1.26362
32 H 0.75350 -0.22884 -5.77754
33 H -2.10591 0.05325 5.80751
34 H 3.16594 -1.25455 -4.91909
35 H 3.84912 0.98028 -3.11978
36 H -2.38002 -0.84838 0.73955
37 H 0.52434 2.07735 3.42025
38 H -3.33367 -2.86693 -0.22646
39 H 0.59768 -0.76499 3.09888
40 H 1.73402 0.75180 4.43829
41 H -0.16893 0.90970 -3.68759
42 H 2.91392 0.73499 -5.39335
43 H -1.16110 2.20398 4.83011
44 H 0.67957 1.77917 -4.58248
45 H 0.29013 -4.48617 -1.24508
46 H 1.93746 1.95420 -2.42977
47 H 0.79100 -1.45536 -4.37155
48 H -1.99719 0.15977 3.33436
49 H -0.44485 -0.86015 5.64958
50 H -1.41332 3.97927 0.22369
51 H 3.22870 -0.68713 -2.66242
52 H -1.51614 -1.31835 3.75077
53 H 0.57054 -0.64185 -1.77038
54 H 0.02752 1.78116 6.03242

## Properties
LUMO = -0.027 Ha
gap between HOMO and LUMO = 7.729 eV
HOMO energy = -8.455 eV
DFT total energy = -1682.00221 a.u.

natural (NBO) atomic charge list, values in e, 4 entries: number 1, S, carries 0.617; number 2, F, carries -0.390; number 3, O, carries -0.644; number 4, O, carries -0.480

---

# 2
2 unconnected molecules or ions with the total composition C21H25N2O2 in a non-equilibrium geometry, computed with the ωB97M-V functional and the def2-TZVPD basis.

Cartesian coordinates (Å):
1 O 1.99681 6.04478 6.24670
2 O 3.44471 -3.65715 7.60746
3 N 0.48371 0.24936 2.89644
4 N 1.79682 0.47997 2.60988
5 C 2.70726 -0.40845 2.76712
6 C 2.49181 -4.76988 7.38991
7 C -0.39320 1.21989 2.16812
8 C -0.02136 -1.11419 2.54302
9 C 0.40618 3.07852 4.91717
10 C -1.76987 0.59079 2.24519
11 C 0.72937 4.39839 5.13441
12 C 3.55820 -1.31492 6.88590
13 C 2.91791 -0.31726 6.17775
14 C 1.29579 -4.21856 6.60376
15 C 1.02303 2.01758 5.64229
16 C 1.63940 4.74025 6.16592
17 C 2.98716 6.43572 7.22210
18 C 2.91637 -2.56289 6.99504
19 C 0.98160 -1.75367 5.76842
20 C 1.85829 2.40303 6.73172
21 C 1.66580 -2.79518 6.36940
22 C -1.52761 -0.92776 2.37755
23 C 0.73047 0.64968 5.31759
24 C 1.54961 -0.44534 5.74336
25 C 2.16728 3.72358 6.99839
26 H -2.35053 0.84496 1.35456
27 H -2.30729 0.97179 3.12134
28 H 0.37053 -4.28021 7.18640
29 H 3.02597 -5.55489 6.83768
30 H 0.31293 5.20639 4.53931
31 H -2.05174 -1.35379 3.24101
32 H 2.19816 -5.16460 8.37130
33 H 3.45718 0.60734 5.96259
34 H -0.05386 1.31710 1.12403
35 H 0.43881 -1.44980 1.59731
36 H 2.81748 3.97858 7.83811
37 H 2.26207 1.64583 7.40054
38 H 1.16265 -4.76830 5.66779
39 H 3.94074 5.92983 7.03425
40 H -0.32107 2.20344 2.62464
41 H -0.02672 -1.92910 5.37736
42 H -0.31696 0.40928 5.06060
43 H -0.32816 2.86376 4.14666
44 H 3.09252 7.50873 7.07498
45 H 3.74332 -0.05900 2.69396
46 H 2.63772 6.22243 8.23826
47 H 0.24835 -1.83098 3.32541
48 H -1.86333 -1.46549 1.48216
49 H 4.52310 -1.17675 7.37399
50 H 2.52942 -1.48341 2.95403

## Properties
LUMO = -0.167 Ha
total charge = +1
gap between HOMO and LUMO = 6.798 eV
energy above the lowest of the compared OMol25 structures with the same formula, charge and spin = 2.529 eV
HOMO energy = -11.354 eV
DFT total energy = -1074.87712 a.u.

natural (NBO) atomic charge list, values in e, 4 entries: number 1, O, carries -0.464; number 2, O, carries -0.441; number 3, N, carries -0.242; number 4, N, carries -0.246

---

# 3
C21H25N3O4 in the gas phase in a non-equilibrium geometry, computed with the ωB97M-V functional and the def2-TZVPD basis.

Cartesian coordinates (Å):
1 O -1.56543 4.29028 0.05958
2 O 7.71928 -1.69025 0.07246
3 O 0.83954 -1.15438 0.01127
4 O -3.09122 1.02077 1.17408
5 N 5.41687 -0.13011 -0.39937
6 N 1.91149 0.69452 0.73325
7 N -1.51291 -0.06164 -0.05697
8 C -3.50705 -1.93916 -0.84804
9 C -5.44139 -3.20988 -0.16061
10 C 6.82636 -2.00510 -0.97099
11 C -3.65536 -1.09471 0.24939
12 C -6.37569 -4.36132 -0.36712
13 C 4.11856 0.49444 -0.33858
14 C 3.20324 0.06038 0.82852
15 C -5.59165 -2.35652 0.92684
16 C -2.75442 0.05662 0.51695
17 C -1.65047 2.97112 -0.25258
18 C 7.70956 -0.30728 0.33391
19 C -4.39355 -2.98022 -1.04579
20 C 0.82372 0.03979 0.28187
21 C -0.44732 0.81185 0.13115
22 C -2.67237 4.88504 -0.40165
23 C 6.30586 0.17799 0.70493
24 C -4.71572 -1.30880 1.12647
25 C 5.40101 -1.56290 -0.63327
26 C -0.52560 2.15988 0.09684
27 C -3.47770 3.98589 -1.03421
28 C -2.82096 2.74304 -0.94348
29 H 8.40717 -0.14594 1.15753
30 H 7.14724 -1.50714 -1.89819
31 H -4.42083 4.18283 -1.50129
32 H -6.40563 -2.51484 1.61959
33 H -4.27312 -3.62631 -1.90378
34 H 6.87702 -3.08731 -1.10060
35 H -2.71722 -1.77400 -1.56642
36 H -5.97581 -5.25279 0.11757
37 H 4.73712 -1.78061 -1.47120
38 H -7.35144 -4.15280 0.06503
39 H -2.77596 5.93703 -0.22090
40 H -6.49509 -4.58060 -1.42564
41 H 5.99781 -0.31912 1.64047
42 H 6.32110 1.25829 0.86256
43 H 1.85958 1.67981 0.92867
44 H 5.05869 -2.12519 0.25118
45 H 3.65933 0.31757 1.78830
46 H 8.05454 0.24302 -0.55442
47 H 3.60125 0.27248 -1.27662
48 H -1.17512 -0.99937 -0.27068
49 H 3.02765 -1.01630 0.78255
50 H 4.27677 1.57679 -0.28414
51 H 0.34908 2.74735 0.33978
52 H -3.15410 1.81573 -1.35936
53 H -4.83301 -0.63696 1.96337

## Properties
SMILES = Cc1ccc(C(=O)N/C(=C\c2ccco2)C(=O)NCCN2CCOCC2)cc1
LUMO = 0.009 Ha
gap between HOMO and LUMO = 8.025 eV
energy above the lowest of the compared OMol25 structures with the same formula, charge and spin = 3.108 eV
HOMO energy = -7.777 eV
DFT total energy = -1280.44554 a.u.

natural (NBO) atomic charge list, values in e, 4 entries: number 1, O, carries -0.395; number 2, O, carries -0.522; number 3, O, carries -0.647; number 4, O, carries -0.586

---

# 4
A molecular structure, C21H25N4OsS2, computed with the ωB97M-V functional and the def2-TZVPD basis.

Cartesian coordinates (Å):
1 Os 0.22304 0.22162 -0.23524
2 S 0.50207 0.02536 4.41240
3 S -2.38159 -4.01318 0.51956
4 N -0.06052 0.47737 -2.38936
5 N -1.26695 1.86799 -0.34731
6 N -1.05857 -1.83904 0.13664
7 N 0.23508 -0.04011 1.86089
8 C -0.94283 1.60629 -2.70446
9 C 0.72295 0.70742 2.83055
10 C -1.17996 2.00859 -3.99141
11 C -1.83092 2.51126 0.66502
12 C -0.32552 -1.28414 3.74417
13 C 3.50074 -0.83998 1.48543
14 C 3.32164 0.09773 0.29357
15 C -2.97796 4.02439 -0.77867
16 C -0.39497 -1.17701 2.36346
17 C -1.74347 -3.24284 1.86520
18 C -2.63390 3.76224 -3.22341
19 C 2.22520 -0.35897 -0.66668
20 C -1.89302 -2.82154 -1.98215
21 C 1.39483 2.01145 2.66526
22 C -2.03361 3.09407 -4.25510
23 C -2.69583 3.59304 0.49340
24 C 4.65050 0.23592 -0.47044
25 C -1.70879 -2.76290 -0.51544
26 C -2.39654 3.37191 -1.88563
27 C -1.05511 -2.08110 1.49178
28 C -1.53669 2.27788 -1.62390
29 H -1.88293 -3.64202 2.86079
30 H 1.28755 2.38788 1.65150
31 H 0.98394 2.73940 3.36976
32 H -0.92865 -2.77794 -2.49337
33 H -2.20952 3.39419 -5.27871
34 H 0.80248 0.59702 -2.91646
35 H 2.43634 0.03525 -1.66326
36 H 2.54984 -1.15786 1.92359
37 H 4.10386 -0.36949 2.26289
38 H -2.38801 -3.74334 -2.28340
39 H -1.59316 2.16319 1.66289
40 H 4.03296 -1.73940 1.17180
41 H 2.17199 -1.45498 -0.72166
42 H -0.73658 -2.06432 4.36973
43 H -3.29291 4.60030 -3.41041
44 H -3.64034 4.86428 -0.94936
45 H -3.12545 4.07515 1.35967
46 H 4.58019 0.97285 -1.27011
47 H -0.70157 1.49154 -4.81654
48 H 5.43370 0.55811 0.21571
49 H 3.09182 1.11102 0.64360
50 H 2.45808 1.91842 2.90683
51 H -2.51676 -1.98871 -2.32019
52 H 4.94907 -0.72230 -0.89885
53 H -0.47345 -0.37179 -2.76509

## Properties
LUMO (alpha / beta) = -0.371 / -0.485 Ha
total charge = +3
multiplicity = 5
gap between HOMO and LUMO (alpha / beta) = 7.187 / 4.245 eV
⟨S²⟩ = 6.035
HOMO energy (alpha / beta) = -17.287 / -17.434 eV
DFT total energy = -1920.26527 a.u.

natural (NBO) atomic charge list, values in e, 4 entries: number 1, Os, carries 1.334; number 2, S, carries 0.695; number 3, S, carries 0.693; number 4, N, carries -0.804